#1
{
  "formula": "C7H16N2O2",
  "method": "ωB97M-V/def2-TZVPD",
  "e_homo_ev": -8.5,
  "total_charge": 0,
  "smiles": "CCN(C)C(C)=O.CC(N)=O",
  "homo_lumo_gap_ev": 9.2,
  "spin_multiplicity": 1,
  "lumo_ha": 0.0248,
  "species": ["C", "C", "N", "C", "C", "C", "O", "H", "H", "H", "H", "H", "H", "H", "H", "H", "H", "H", "C", "C", "N", "O", "H", "H", "H", "H", "H"],
  "positions_angstrom": [[-1.24, 0.83, 1.21], [-1.06, -0.67, 1.16], [0.33, -1.00, 0.92], [0.79, -1.66, -0.34], [1.12, -1.28, 2.09], [1.53, 0.00, 2.75], [1.51, -2.40, 2.29], [-0.75, 1.51, 0.49], [-0.75, 1.32, 2.05], [-2.31, 1.03, 1.07], [-1.52, -1.12, 2.07], [-1.76, -1.25, 0.54], [1.60, -2.26, 0.06], [0.09, -2.42, -0.71], [1.00, -0.82, -0.96], [1.70, 0.80, 2.05], [0.78, 0.32, 3.49], [2.33, -0.20, 3.46], [-1.37, 1.43, -2.43], [0.12, 1.50, -2.68], [0.61, 0.21, -2.85], [0.85, 2.40, -2.34], [-1.56, 0.65, -1.70], [-2.01, 1.10, -3.26], [-1.74, 2.43, -2.20], [1.59, -0.01, -2.83], [0.11, -0.46, -3.41]]
}

#2
{
  "formula": "C7H16N2O2",
  "method": "ωB97M-V/def2-TZVPD",
  "e_homo_ev": -9.1,
  "total_charge": 0,
  "smiles": "CCN(C)C(C)=O.CC(N)=O",
  "homo_lumo_gap_ev": 9.9,
  "spin_multiplicity": 1,
  "lumo_ha": 0.0276,
  "species": ["C", "C", "N", "C", "C", "C", "O", "H", "H", "H", "H", "H", "H", "H", "H", "H", "H", "H", "C", "C", "N", "O", "H", "H", "H", "H", "H"],
  "positions_angstrom": [[0.87, 1.89, 0.39], [-0.10, 1.70, 1.58], [-1.10, 0.60, 1.37], [-2.27, 1.10, 0.70], [-0.46, -0.63, 1.00], [0.42, -1.11, 2.10], [-0.98, -1.29, 0.12], [0.75, 2.96, 0.15], [0.32, 1.53, -0.55], [1.78, 1.43, 0.64], [0.51, 1.51, 2.53], [-0.55, 2.64, 1.84], [-2.44, 1.97, 1.36], [-2.09, 1.15, -0.48], [-3.15, 0.53, 0.89], [1.14, -0.27, 2.33], [-0.20, -1.20, 2.99], [1.05, -2.01, 1.88], [0.08, -1.70, -3.09], [1.12, -0.82, -2.38], [1.39, -1.23, -1.09], [1.44, 0.24, -2.88], [0.46, -2.70, -3.31], [-0.32, -1.28, -4.04], [-0.81, -1.93, -2.55], [2.25, -0.99, -0.60], [0.90, -2.11, -0.88]]
}

Name the least stable of them. #1.